No. 1
{
  "formula": "C31H30BClN6Pd",
  "method": "ωB97M-V/def2-TZVPD",
  "elements": ["Pd", "C", "C", "C", "C", "N", "N", "B", "N", "N", "C", "C", "C", "C", "C", "C", "C", "C", "C", "C", "N", "N", "C", "C", "C", "C", "C", "C", "C", "C", "C", "C", "C", "C", "C", "C", "C", "C", "H", "H", "H", "H", "H", "H", "H", "H", "H", "H", "H", "H", "H", "H", "H", "H", "H", "H", "H", "H", "H", "H", "H", "H", "H", "H", "H", "H", "Cl", "C", "H", "H"],
  "xyz": [[0.41127, -0.20587, -0.17276], [-4.61075, 1.25152, -1.91208], [-3.54253, 0.24060, -1.66531], [-3.54836, -1.11060, -1.93355], [-2.30316, -1.58594, -1.48803], [-1.60210, -0.57651, -0.98700], [-2.35608, 0.53983, -1.09648], [-1.86586, 1.91157, -0.58970], [-1.73595, 1.85833, 0.94577], [-1.25907, 0.73829, 1.53640], [-1.38398, 0.90418, 2.84400], [-1.93766, 2.16841, 3.11985], [-2.15884, 2.73854, 1.88389], [-2.73551, 4.07577, 1.55928], [-0.99920, -0.16908, 3.77085], [-1.06469, -1.50034, 3.36088], [-0.69905, -2.51969, 4.22414], [-0.27048, -2.22512, 5.51223], [-0.21445, -0.90386, 5.93111], [-0.57782, 0.11778, 5.06619], [-0.52490, 2.28380, -1.31142], [0.47229, 1.38855, -1.47553], [1.42884, 1.94888, -2.20772], [1.05368, 3.26345, -2.50997], [-0.19885, 3.42991, -1.94323], [-1.08410, 4.62946, -1.98905], [2.62645, 1.20147, -2.60878], [3.86829, 1.82802, -2.65308], [4.99864, 1.11627, -3.02659], [4.89703, -0.22595, -3.36270], [3.65785, -0.85254, -3.33464], [2.52606, -0.14302, -2.96603], [-1.80028, -2.96668, -1.52645], [-0.50088, -3.28426, -1.14216], [-0.04535, -4.59318, -1.17472], [-0.88298, -5.61415, -1.59731], [-2.18066, -5.31102, -1.98730], [-2.63335, -4.00318, -1.95141], [-5.47209, 0.76464, -2.36564], [-4.26760, 2.03861, -2.58401], [-4.93225, 1.72300, -0.98304], [-4.35206, -1.66307, -2.38702], [-2.65170, 2.75701, -0.89376], [-2.18847, 2.59261, 4.07765], [-3.17112, 4.51209, 2.45641], [-3.51140, 4.00683, 0.79724], [-1.96916, 4.76178, 1.19324], [-1.41098, -1.72463, 2.35901], [-0.75532, -3.54911, 3.89282], [0.01427, -3.02210, 6.18698], [0.11861, -0.66638, 6.93349], [-0.51639, 1.14913, 5.39178], [1.58920, 3.97602, -3.11374], [-0.61797, 5.39901, -2.60138], [-1.24945, 5.03881, -0.99231], [-2.05833, 4.38960, -2.41324], [3.95083, 2.87052, -2.37002], [5.96151, 1.60998, -3.04839], [5.77945, -0.78074, -3.65354], [3.56959, -1.89580, -3.60928], [1.55647, -0.62544, -2.95778], [0.17445, -2.49957, -0.81966], [0.96951, -4.81162, -0.86785], [-0.52894, -6.63633, -1.62302], [-2.84618, -6.09764, -2.31867], [-3.64970, -3.78712, -2.25073], [1.92695, -1.29671, 1.68832], [2.18029, 0.07600, 0.59183], [3.00391, -0.13504, -0.08593], [2.32944, 0.99071, 1.15947]],
  "forces_ev_per_angstrom": [[-0.4, -0.1, 0.0], [0.0, 0.0, 0.0], [0.0, 0.0, 0.0], [0.0, 0.0, 0.0], [-0.1, 0.1, 0.0], [0.3, 0.0, 0.0], [0.0, 0.0, -0.1], [0.1, 0.1, 0.1], [0.0, 0.0, 0.1], [0.1, -0.1, 0.1], [0.1, 0.1, -0.1], [-0.1, 0.0, 0.0], [0.0, 0.0, 0.0], [0.0, 0.0, 0.0], [0.0, -0.1, 0.0], [0.0, 0.0, 0.0], [0.0, 0.0, 0.0], [0.0, 0.0, 0.0], [0.0, 0.0, 0.0], [0.0, 0.0, 0.0], [0.0, 0.1, -0.1], [0.1, -0.2, 0.2], [-0.1, 0.2, 0.1], [-0.1, -0.1, -0.1], [0.1, 0.0, 0.0], [0.0, 0.0, 0.0], [0.0, 0.0, 0.0], [0.0, 0.0, 0.0], [0.0, 0.0, 0.0], [0.0, 0.0, 0.0], [0.0, 0.0, 0.0], [0.0, 0.0, 0.0], [0.0, -0.1, 0.0], [0.1, 0.0, 0.0], [0.0, 0.0, 0.0], [0.0, 0.0, 0.0], [0.0, 0.0, 0.0], [0.0, 0.1, 0.0], [0.0, 0.0, 0.0], [0.0, 0.0, 0.0], [0.0, 0.0, 0.0], [0.0, 0.0, 0.0], [-0.1, 0.0, 0.0], [0.0, 0.0, 0.0], [0.0, 0.0, 0.0], [0.0, 0.0, 0.0], [0.0, 0.0, 0.0], [0.0, 0.0, 0.0], [0.0, 0.0, 0.0], [0.0, 0.0, 0.0], [0.0, 0.0, 0.0], [0.0, 0.0, 0.0], [0.0, 0.0, 0.0], [0.0, 0.0, 0.0], [0.0, 0.0, 0.0], [0.0, 0.0, 0.0], [0.0, 0.0, 0.0], [0.0, 0.0, 0.0], [0.0, 0.0, 0.0], [0.0, 0.0, 0.0], [0.0, 0.0, 0.0], [0.0, 0.0, 0.0], [0.0, 0.0, 0.0], [0.0, 0.0, 0.0], [0.0, 0.0, 0.0], [0.0, 0.0, 0.0], [-0.1, 0.0, -0.1], [0.1, 0.1, -0.1], [0.0, 0.0, 0.0], [-0.1, 0.0, 0.1]],
  "lowdin_charge": [0.75, -0.02, -0.26, 0.03, -0.23, 0.02, 0.03, -0.49, 0.02, 0.09, -0.25, 0.03, -0.27, -0.02, -0.18, -0.07, -0.09, -0.10, -0.09, -0.04, 0.05, 0.00, -0.24, 0.04, -0.26, -0.01, -0.19, -0.03, -0.08, -0.09, -0.08, -0.05, -0.16, -0.04, -0.08, -0.09, -0.08, -0.03, 0.08, 0.08, 0.08, 0.10, 0.11, 0.11, 0.08, 0.07, 0.07, 0.10, 0.10, 0.10, 0.10, 0.11, 0.11, 0.08, 0.07, 0.08, 0.11, 0.10, 0.10, 0.10, 0.10, 0.06, 0.10, 0.10, 0.10, 0.10, 0.57, -0.66, 0.00, 0.02],
  "homo_lumo_gap_ev": 8.45,
  "e_lumo_ev": 0.38,
  "homo_ev": -8.07,
  "e_above_lowest_kcal_mol": 0.0
}

***

No. 2
{
  "formula": "C31H30BF5O3",
  "method": "ωB97M-V/def2-TZVPD",
  "elements": ["C", "C", "C", "C", "C", "B", "C", "C", "C", "C", "C", "F", "F", "F", "C", "C", "O", "C", "C", "C", "C", "C", "C", "O", "O", "H", "H", "H", "H", "H", "H", "H", "H", "H", "H", "H", "H", "H", "H", "H", "H", "H", "H", "H", "H", "H", "F", "C", "C", "C", "C", "C", "C", "C", "C", "C", "F", "C", "C", "C", "C", "H", "H", "H", "H", "H", "H", "H", "H", "H"],
  "xyz": [[0.10870, -5.95049, 0.41730], [0.20393, -4.66987, 1.09906], [1.14165, -4.18115, 1.97533], [0.69802, -2.89433, 2.38521], [-0.47001, -2.62206, 1.67253], [0.93355, 0.70540, -0.69282], [-1.42482, -1.57184, 1.75587], [-1.38348, -0.65141, 2.83463], [-2.56738, -0.07889, 3.27495], [-3.76207, -0.42742, 2.65213], [-5.08532, -0.14476, 3.31701], [-5.96713, 0.49078, 2.48441], [-5.69144, -1.31179, 3.71066], [-4.96973, 0.62420, 4.43632], [-3.76838, -1.11371, 1.43863], [-2.58238, -1.59677, 0.92709], [2.12553, 0.91765, -0.07437], [3.12307, 0.17614, -0.82590], [4.05991, 1.20833, -1.42968], [3.93882, -0.65316, 0.14600], [2.28693, -0.66522, -1.89545], [2.52819, -0.29962, -3.35800], [2.42501, -2.17180, -1.77152], [0.91847, -0.31141, -1.63108], [-0.77889, -3.73144, 0.90137], [0.68024, -6.70053, 0.98011], [-0.92376, -6.31378, 0.34428], [0.55839, -5.90246, -0.58746], [2.03388, -4.69482, 2.30678], [1.17045, -2.23646, 3.11145], [-0.43254, -0.46096, 3.34213], [-2.55893, 0.59609, 4.12636], [-4.69759, -1.27301, 0.89994], [-2.55011, -2.06805, -0.05911], [4.84652, 0.71741, -2.02057], [3.51743, 1.91719, -2.06811], [4.55382, 1.77306, -0.62596], [4.75815, -1.16631, -0.37447], [4.41000, -0.00425, 0.89189], [3.33810, -1.40260, 0.66842], [3.56548, -0.51252, -3.65030], [1.87491, -0.92339, -3.98665], [2.29273, 0.75543, -3.56507], [3.45112, -2.50015, -1.98537], [2.14239, -2.53281, -0.77847], [1.77226, -2.65593, -2.50572], [-0.72546, 5.59054, 3.28157], [-0.67097, 4.55066, 2.38947], [-1.82655, 3.80236, 2.16597], [-1.74953, 2.74894, 1.25140], [-0.53234, 2.38595, 0.65758], [-0.50566, 1.22795, -0.31605], [-0.89277, 1.77988, -1.69132], [-1.77865, 1.08427, -2.52655], [-1.80148, 1.33373, -3.89676], [-1.04498, 2.40352, -4.37445], [-0.85555, 2.51811, -5.73015], [-0.32213, 3.26139, -3.54995], [-0.27614, 2.94495, -2.19411], [0.56812, 3.23226, 0.83713], [0.53563, 4.29198, 1.74876], [-2.76208, 4.02948, 2.67798], [-2.64752, 2.17923, 0.99523], [-1.17752, 0.42785, 0.00717], [-2.39614, 0.30528, -2.08265], [-2.35626, 0.69986, -4.58181], [0.22029, 4.12235, -3.94303], [0.26718, 3.60618, -1.51802], [1.46878, 3.08605, 0.24376], [1.41800, 4.90067, 1.93502]],
  "forces_ev_per_angstrom": [[0.1, -1.1, -0.6], [0.3, 1.6, 1.0], [-0.6, -0.2, -0.3], [-0.9, 0.6, -0.8], [2.3, -1.5, 0.3], [-1.2, -2.0, 0.7], [-1.4, 0.9, 0.3], [0.0, -0.5, -0.6], [0.1, 0.0, -0.1], [-0.5, 0.2, 0.3], [-0.5, 0.2, 0.2], [0.6, -0.5, 0.6], [0.4, 0.9, -0.3], [-0.1, -0.5, -0.8], [0.1, 0.4, -0.1], [0.5, -0.3, 0.4], [0.1, -0.1, -0.7], [0.4, 0.0, -0.1], [0.2, 0.2, -0.3], [0.1, -0.4, 0.3], [0.0, 0.0, -0.3], [0.2, 0.2, -0.2], [0.1, -0.4, 0.2], [0.7, 0.6, 0.4], [0.7, 0.2, 0.3], [-0.1, 0.2, -0.1], [0.2, 0.2, -0.1], [-0.3, 0.0, 0.2], [-0.2, 0.0, 0.0], [-0.1, -0.2, -0.3], [-0.5, -0.2, 0.0], [-0.1, -0.2, -0.1], [0.1, 0.1, 0.1], [0.0, -0.2, 0.6], [-0.2, 0.2, 0.1], [0.2, -0.2, 0.1], [-0.2, -0.2, -0.2], [-0.2, 0.0, 0.0], [-0.2, 0.0, -0.1], [0.0, 0.1, 0.0], [-0.2, 0.1, 0.0], [0.1, 0.3, 0.2], [0.1, -0.3, 0.1], [-0.2, 0.1, 0.1], [0.0, 0.1, -0.1], [0.0, 0.1, 0.1], [0.0, -0.6, -0.4], [0.0, 0.1, 0.4], [0.3, 0.0, -0.3], [0.3, -0.1, 0.4], [-0.4, 0.5, 0.1], [0.3, 1.9, -0.4], [-0.8, 0.4, -0.5], [0.6, 0.1, 0.2], [0.1, 0.6, 0.1], [0.7, -0.5, -0.5], [-0.5, 0.2, 0.6], [-0.4, -0.4, 0.1], [-0.1, -0.3, 0.0], [0.0, 0.0, 0.4], [-0.6, -0.1, -0.2], [0.3, 0.1, -0.2], [0.3, 0.1, 0.3], [0.2, 0.1, -0.2], [0.3, -0.1, -0.3], [0.0, 0.2, 0.1], [-0.2, -0.3, 0.0], [0.0, -0.3, -0.3], [-0.1, -0.2, 0.5], [-0.3, 0.0, 0.0]],
  "lowdin_charge": [-0.02, -0.32, -0.03, 0.00, -0.21, -0.62, -0.16, 0.00, -0.01, -0.14, -0.52, 0.11, 0.12, 0.11, -0.01, -0.01, 0.15, -0.43, -0.01, -0.01, -0.44, -0.01, -0.01, 0.14, 0.07, 0.09, 0.09, 0.09, 0.11, 0.11, 0.13, 0.13, 0.13, 0.13, 0.10, 0.09, 0.10, 0.10, 0.10, 0.08, 0.09, 0.10, 0.09, 0.10, 0.08, 0.09, 0.03, -0.26, 0.00, -0.02, -0.19, -0.07, -0.18, -0.01, 0.00, -0.26, 0.02, 0.00, -0.01, -0.04, 0.01, 0.12, 0.12, 0.12, 0.12, 0.12, 0.12, 0.11, 0.11, 0.12],
  "homo_lumo_gap_ev": 7.89,
  "e_lumo_ev": -0.11,
  "homo_ev": -8.01
}